Formula: C2H6N2O
Source: the OMol25 dataset
Level of theory: wB97M-V/def2-TZVPD

Calculated values
net charge	0
total energy	-264.540768	Ha
HOMO-LUMO gap	0.3988	Eh
structure (SMILES)	NC=O.C=N
ΔE to the lowest compared entry with this formula, charge and spin	122.2	kJ/mol

Geometry as XYZ:
```
11
C2H6N2O | the OMol25 dataset | wB97M-V/def2-TZVPD
C 1.96 0.75 -1.15
N 1.53 0.67 0.03
H 2.47 -0.11 -1.58
H 1.85 1.64 -1.78
H 1.06 1.54 0.30
C -2.04 -0.44 0.57
N -0.88 -1.06 0.86
O -2.12 0.68 0.10
H -2.94 -1.01 0.86
H -0.88 -2.01 1.20
H -0.01 -0.64 0.58
```

And the natural (NBO) charges, in e, turn out to be: -0.019 -0.630 0.161 0.155 0.348 0.524 -0.827 -0.621 0.100 0.389 0.422